C5H6N2O2 as an isolated structure in a non-equilibrium geometry. Source: the Open Molecules 2025 dataset; level of theory: ωB97M-V with the def2-TZVPD basis set.

The LUMO energy comes out at -0.292 eV. The value obtained for the HOMO energy is -8.59 eV. Its HOMO-LUMO gap is 8.30 eV. Its total energy is -453.97066 hartree.

Last column: natural (NBO) charge in e.
Positions of all 15 atoms, in Å:
C1 -1.7233 1.4382 0.6314  -0.66
C2 -0.7497 0.3822 0.5125  0.45
C3 0.3805 -1.5611 1.0803  0.60
C4 1.3193 -1.5473 -0.1843  -0.43
C5 1.0563 -0.3916 -1.0068  0.50
H1 -2.3986 1.3681 -0.1049  0.22
H2 -1.4671 2.7097 0.9667  0.25
H3 -2.5073 1.2857 1.6439  0.25
H4 2.0921 -2.5317 -0.3315  0.28
H5 2.3352 0.7406 -2.1327  0.48
H6 -0.2273 0.8714 -1.5953  0.41
N1 -0.5916 -0.5366 1.2754  -0.47
N2 0.0962 0.5364 -0.6688  -0.65
O1 0.5890 -2.4389 1.9730  -0.58
O2 1.7964 -0.3252 -2.0589  -0.65

Forces on the atoms, in the same order (eV/Å):
-1.8 4.5 7.4
2.0 2.9 -4.4
3.0 -3.2 0.8
-1.9 0.8 0.7
0.8 -5.4 5.5
-2.3 0.4 -3.2
0.0 -4.1 -1.7
2.6 -0.2 -2.8
-2.3 3.5 0.3
-2.6 -4.6 0.3
-0.5 0.6 1.4
0.9 -4.2 3.3
0.1 0.1 -1.5
-1.2 3.0 -2.7
3.4 6.0 -3.3

One molecule with the formula C5H6N2O2 in a non-equilibrium geometry. Source: the Open Molecules 2025 dataset; level of theory: ωB97M-V with the def2-TZVPD basis set.

The LUMO energy comes out at -0.595 eV. The value obtained for the HOMO energy is -10.50 eV. Its HOMO-LUMO gap is 9.91 eV. Its total energy is -453.93763 hartree. The SMILES is C[C@]1([N+](=O)[O-])C[C@@H]1C#N.

Last column: natural (NBO) charge in e.
Positions of all 15 atoms, in Å:
C1 -1.9677 -0.8493 0.3712  0.25
C2 -0.2433 -0.3900 -1.3211  -0.40
C3 -0.6991 -1.1518 -0.1467  -0.29
C4 0.4749 0.1250 -0.0496  0.11
C5 -0.0237 1.4171 0.6218  -0.66
N1 -2.9008 -0.3656 0.8783  -0.28
N2 1.8703 -0.2529 0.1255  0.52
O1 2.6037 0.3513 0.8842  -0.36
O2 2.2138 -1.1612 -0.5898  -0.39
H1 0.4939 -0.9002 -1.8339  0.27
H2 -1.0112 0.2571 -1.5168  0.24
H3 -0.3293 -2.1185 -0.0291  0.26
H4 0.8518 2.0688 0.9443  0.27
H5 -0.5190 1.1252 1.6510  0.24
H6 -0.8144 1.8449 0.0109  0.23

Forces on the atoms, in the same order (eV/Å):
-2.0 1.6 1.9
1.6 0.2 3.4
2.3 1.5 0.1
-3.5 0.0 0.3
0.5 -1.4 2.7
1.3 -1.1 -1.0
-0.2 0.1 -0.1
-0.7 0.0 -0.1
0.8 -1.1 -0.4
0.6 -0.7 -2.3
-1.2 1.7 -2.1
0.6 -1.4 0.4
-1.3 -0.6 -1.0
0.8 0.6 -1.9
0.4 0.5 0.1

One molecule with the formula C5H6N2O3 in a non-equilibrium geometry. Source: the Open Molecules 2025 dataset; level of theory: ωB97M-V with the def2-TZVPD basis set.

The LUMO energy comes out at 0.329 eV. The value obtained for the HOMO energy is -8.34 eV. Its HOMO-LUMO gap is 8.67 eV. Its total energy is -529.23884 hartree. The SMILES is C/C(C#[N+][O-])=C/NC(=O)O.

Last column: natural (NBO) charge in e.
Positions of all 16 atoms, in Å:
C1 -0.7391 -1.0041 0.4041  0.02
C2 -0.7943 0.3463 0.0779  -0.14
C3 0.2490 1.1685 -0.1795  0.17
C4 1.7694 -1.4959 -0.0115  0.89
C5 -2.1838 1.0977 0.0487  -0.57
N1 0.4859 -1.7257 0.4611  -0.64
N2 0.8784 2.1717 -0.1208  0.22
O1 1.8630 -0.4197 -0.8957  -0.71
O2 1.5814 3.1521 -0.0845  -0.41
O3 2.7008 -2.2231 0.1897  -0.61
H1 -1.6421 -1.6164 0.5278  0.22
H2 -2.2287 1.5845 -0.8497  0.22
H3 -2.9881 0.5149 0.2363  0.21
H4 -2.1190 1.7092 0.8528  0.21
H5 0.5947 -2.6302 0.8453  0.42
H6 2.5725 -0.6298 -1.5020  0.51

Forces on the atoms, in the same order (eV/Å):
1.2 1.8 -1.1
-4.0 -4.0 0.9
3.6 4.9 0.3
-0.4 1.5 -2.0
4.0 -2.1 -0.2
0.8 0.8 -0.3
-1.7 -2.4 0.0
-0.7 -1.3 1.0
0.1 -0.1 -0.2
-0.1 -0.3 0.4
0.6 0.5 0.1
-0.5 1.5 -2.1
-2.4 -2.3 0.2
0.1 2.6 2.2
-1.0 -0.9 0.9
0.6 -0.1 0.0

One molecule with the formula C5H6N2S in a non-equilibrium geometry. Source: the Open Molecules 2025 dataset; level of theory: ωB97M-V with the def2-TZVPD basis set.

The LUMO energy (alpha / beta) comes out at 0.541 / -0.928 eV. The value obtained for the HOMO energy (alpha / beta) is -7.56 / -6.97 eV. Its HOMO-LUMO gap (alpha / beta) is 8.10 / 6.04 eV. Its total energy is -701.66799 hartree.

Last column: natural (NBO) charge in e.
Positions of all 14 atoms, in Å:
C1 2.3253 1.1164 -0.1507  -0.11
C2 0.2471 0.5984 -0.1673  0.12
C3 0.8137 -0.7863 -0.0411  -0.02
C4 -1.1500 0.7222 0.2075  -0.54
C5 -1.9035 -0.5106 0.0628  -0.20
N1 1.1717 1.5864 -0.2720  -0.42
N2 0.1069 -1.8354 -0.2453  -0.63
S1 2.5194 -0.6199 0.0248  0.33
H1 3.2480 1.8286 -0.1200  0.22
H2 -1.1298 1.0377 1.2859  0.23
H3 -1.7871 1.4829 -0.4738  0.28
H4 -2.5423 -0.8574 0.8212  0.18
H5 -2.1608 -0.9798 -0.9377  0.20
H6 0.2414 -2.7831 0.0058  0.38

Forces on the atoms, in the same order (eV/Å):
4.8 0.9 0.2
1.5 -2.4 -0.4
-0.6 2.0 -1.2
-1.7 1.9 -0.1
-0.5 -1.6 -2.5
-2.8 0.3 0.3
-2.4 0.7 -0.2
0.9 0.6 0.4
-1.6 -1.7 -0.2
-0.6 0.2 -0.9
1.7 -1.1 1.6
-0.5 -0.3 1.1
0.7 1.0 1.3
1.1 -0.6 0.6

One molecule with the formula C5H6N2S in a non-equilibrium geometry. Source: the Open Molecules 2025 dataset; level of theory: ωB97M-V with the def2-TZVPD basis set.

The LUMO energy comes out at 0.621 eV. The value obtained for the HOMO energy is -8.62 eV. Its HOMO-LUMO gap is 9.24 eV. Its total energy is -701.72763 hartree. The SMILES is C=CN/C=C\SC#N.

Last column: natural (NBO) charge in e.
Positions of all 14 atoms, in Å:
C1 0.1315 0.6576 -0.3663  0.03
C2 1.3125 1.1450 -0.6569  -0.45
C3 3.1290 -0.7567 0.0123  0.03
C4 -2.5715 -0.3805 0.0140  -0.46
C5 -1.5463 -0.7169 0.8068  -0.02
N1 3.5073 -1.6170 -0.6205  -0.30
N2 -0.2714 -0.0310 0.6944  -0.60
S1 2.6819 0.7994 0.5105  0.24
H1 -0.4520 0.8778 -1.2642  0.22
H2 1.4489 1.9678 -1.4279  0.24
H3 -3.5391 -0.8881 -0.0018  0.22
H4 -2.4053 0.3717 -0.7801  0.19
H5 -1.8278 -1.4201 1.6579  0.23
H6 0.4021 -0.0090 1.4216  0.41

Forces on the atoms, in the same order (eV/Å):
-1.2 0.6 -2.5
3.1 1.6 0.3
-0.7 2.3 0.2
0.6 0.2 -0.9
-0.9 0.7 0.6
0.8 -2.5 -0.9
-1.9 -1.7 0.5
-0.6 0.8 0.1
-1.1 -0.4 0.9
0.1 -1.7 0.9
0.5 0.2 0.3
-0.3 -0.5 0.5
1.5 1.0 -1.1
0.3 -0.5 0.9

One molecule with the formula C5H6N4 in a non-equilibrium geometry. Source: the Open Molecules 2025 dataset; level of theory: ωB97M-V with the def2-TZVPD basis set.

The LUMO energy (alpha / beta) comes out at -0.686 / -0.686 eV. The value obtained for the HOMO energy (alpha / beta) is -8.58 / -8.58 eV. Its HOMO-LUMO gap (alpha / beta) is 7.90 / 7.90 eV. Its total energy is -412.91301 hartree. The SMILES is [H]/N=N\N=C/C(C)=C=C=N.

Last column: natural (NBO) charge in e.
Positions of all 15 atoms, in Å:
C1 0.4212 1.1116 2.1924  0.39
C2 -0.9831 -0.3610 -0.8696  -0.02
C3 0.3086 0.7106 0.9997  -0.25
C4 0.2976 0.0450 -0.1371  0.04
C5 1.5027 -0.1462 -1.0161  -0.64
N1 0.6725 1.6635 3.2167  -0.61
N2 -2.2202 -0.1741 -0.5672  -0.15
N3 -3.0733 0.3987 0.0925  0.11
N4 -4.0031 0.1337 0.8290  -0.42
H1 -0.9609 -0.7378 -1.9371  0.20
H2 1.4708 -0.9088 -1.6621  0.21
H3 1.6416 0.6803 -1.6224  0.23
H4 2.2419 -0.3915 -0.2581  0.23
H5 -4.1225 -0.8075 1.0230  0.30
H6 0.0505 1.6202 4.0187  0.38

Forces on the atoms, in the same order (eV/Å):
-0.6 -0.2 -2.2
-0.6 0.1 -0.5
-0.2 -1.2 -0.7
-2.3 -0.2 -1.8
-0.1 0.8 4.1
1.0 0.8 3.3
1.1 -1.7 -0.9
1.1 2.5 0.1
-1.3 2.2 0.4
0.9 0.3 1.4
-0.7 -3.3 -2.2
0.9 2.1 -0.7
0.9 0.6 -0.6
0.2 -3.0 0.6
-0.3 0.3 -0.3

C5H6N4O as an isolated structure in a non-equilibrium geometry. Source: the Open Molecules 2025 dataset; level of theory: ωB97M-V with the def2-TZVPD basis set.

The LUMO energy comes out at -0.695 eV. The value obtained for the HOMO energy is -9.68 eV. Its HOMO-LUMO gap is 8.98 eV. Its total energy is -488.19264 hartree.

Last column: natural (NBO) charge in e.
Positions of all 16 atoms, in Å:
C1 0.0861 0.0531 -1.5167  0.62
C2 0.1963 -0.2641 -0.0111  0.03
C3 0.5680 -1.5316 0.4372  0.02
C4 0.0847 -0.9122 2.4848  -0.03
C5 -0.3817 0.3702 2.1749  -0.06
H1 -1.7696 1.4096 -0.6724  0.37
H2 -0.7769 3.2307 -0.7376  0.38
H3 -0.5469 1.0845 -3.0333  0.38
H4 1.2799 -1.9815 -0.3963  0.24
H5 0.1687 -1.3340 3.5252  0.21
H6 -0.7246 1.1991 2.9974  0.24
N1 -1.2482 2.2482 -1.4127  -0.65
N2 -0.1489 1.3989 -1.9418  -0.46
N3 0.7004 -1.9419 1.6758  -0.34
N4 -0.1119 0.7516 0.8715  -0.37
O1 0.5886 -0.8873 -2.1809  -0.57

Forces on the atoms, in the same order (eV/Å):
3.6 -1.6 1.5
-2.1 3.4 1.9
3.9 -1.1 -3.3
1.0 -3.2 2.3
1.9 0.5 -0.5
1.8 4.2 -2.2
-1.5 -4.6 -2.3
1.8 1.8 3.4
-2.2 -0.2 1.7
-0.7 1.2 -0.8
0.9 -2.4 -2.3
0.2 -1.1 4.3
-2.4 -2.6 -4.4
-2.5 4.3 0.8
-1.5 -1.8 -0.1
-2.2 3.1 -0.1

A 2-piece molecular cluster, C5H6N4O2 overall in a non-equilibrium geometry. Source: the Open Molecules 2025 dataset; level of theory: ωB97M-V with the def2-TZVPD basis set.

The LUMO energy comes out at 0.721 eV. The value obtained for the HOMO energy is -10.10 eV. Its HOMO-LUMO gap is 10.82 eV. Its total energy is -563.60395 hartree. The SMILES is N#Cn1cccn1.NC(=O)O.

Last column: natural (NBO) charge in e.
Positions of all 17 atoms, in Å:
C1 -2.3122 1.4901 1.4569  -0.32
C2 -1.5757 2.5903 2.1530  -0.02
C3 -1.3443 0.6332 0.9873  -0.02
C4 1.1296 0.9478 0.9807  0.49
C5 0.9159 -1.7829 -1.7795  0.91
N1 -0.2881 2.4249 2.0214  -0.22
N2 2.1733 0.4692 0.8347  -0.38
N3 -0.1153 1.2888 1.3102  -0.28
N4 1.0178 -2.5776 -2.9600  -0.84
O1 2.1800 -1.4084 -1.5031  -0.74
O2 0.0033 -1.4056 -1.1353  -0.64
H1 -3.3637 1.2186 1.3031  0.25
H2 -1.8364 3.4977 2.7274  0.23
H3 -1.1662 -0.2781 0.4594  0.27
H4 2.4074 -0.8598 -0.7655  0.53
H5 1.9131 -2.9383 -3.1071  0.39
H6 0.2614 -3.3100 -2.9835  0.39

Forces on the atoms, in the same order (eV/Å):
0.7 -0.5 0.3
-0.4 -0.8 -0.7
1.9 2.5 0.8
1.0 -1.4 0.4
3.5 -0.2 -1.3
-0.2 0.3 0.0
-0.7 0.6 -0.3
-1.4 -0.1 0.0
-4.0 0.0 1.8
1.1 -1.2 -1.7
-2.5 -0.1 0.5
0.5 0.7 0.5
-0.5 -0.9 -0.6
-0.8 -0.4 -0.4
-0.8 0.8 1.1
1.5 -0.5 -0.1
1.2 1.2 -0.2